No. 1
ORCA calculation (ωB97M-V/def2-TZVPD) on 8 unconnected molecules or ions with the total composition C30H70ClN6O14.

CARTESIAN COORDINATES (ANGSTROEM)
1 Cl 0.80 0.63 -0.50
2 O -0.26 1.25 0.27
3 O 0.28 0.28 -1.80
4 O 1.86 1.60 -0.67
5 O 1.24 -0.59 0.16
6 C -4.02 0.33 1.28
7 C -3.54 1.31 2.37
8 C -4.25 1.17 3.77
9 O -3.90 2.23 4.64
10 C -4.78 2.28 5.74
11 N -2.13 1.12 2.67
12 H -3.30 0.36 0.46
13 H -5.05 0.44 0.94
14 H -4.07 -0.69 1.65
15 H -3.58 2.31 1.94
16 H -3.88 0.31 4.33
17 H -5.31 1.24 3.49
18 H -4.81 1.38 6.36
19 H -5.80 2.50 5.43
20 H -4.57 3.10 6.42
21 H -2.24 0.20 3.08
22 H -1.75 0.85 1.77
23 C -2.65 -2.27 -1.68
24 C -1.54 -3.13 -2.29
25 C -1.11 -2.81 -3.71
26 O -0.03 -3.70 -4.14
27 C 0.22 -3.61 -5.53
28 N -0.41 -2.98 -1.37
29 H -2.42 -1.28 -1.30
30 H -3.20 -2.87 -0.95
31 H -3.43 -2.07 -2.42
32 H -1.92 -4.14 -2.20
33 H -0.70 -1.81 -3.72
34 H -1.92 -2.82 -4.45
35 H -0.64 -3.69 -6.18
36 H 0.96 -4.36 -5.82
37 H 0.57 -2.62 -5.81
38 H -0.10 -2.03 -1.51
39 H -0.68 -2.79 -0.42
40 C 3.34 -0.74 -3.54
41 C 2.76 -2.15 -3.38
42 C 3.48 -3.20 -4.21
43 O 2.92 -4.50 -4.01
44 C 3.57 -5.54 -4.90
45 N 2.85 -2.39 -1.91
46 H 2.79 -0.01 -2.95
47 H 3.31 -0.44 -4.58
48 H 4.37 -0.57 -3.26
49 H 1.72 -2.23 -3.69
50 H 4.50 -3.29 -3.83
51 H 3.44 -2.91 -5.26
52 H 4.65 -5.48 -4.79
53 H 3.27 -5.18 -5.88
54 H 3.17 -6.54 -4.75
55 H 3.80 -2.28 -1.58
56 H 2.33 -1.63 -1.49
57 C 2.95 -3.00 2.71
58 C 2.92 -4.04 1.58
59 C 3.06 -5.49 1.93
60 O 2.87 -6.46 0.88
61 C 3.53 -7.66 1.19
62 N 1.62 -3.69 0.87
63 H 2.11 -3.10 3.40
64 H 2.81 -2.00 2.28
65 H 3.84 -2.86 3.33
66 H 3.77 -3.87 0.91
67 H 2.39 -5.77 2.74
68 H 4.05 -5.55 2.39
69 H 3.41 -8.29 0.31
70 H 2.97 -8.16 1.97
71 H 4.60 -7.62 1.39
72 H 1.56 -2.70 0.73
73 H 0.89 -3.81 1.56
74 C 0.19 5.32 -0.78
75 C 0.14 4.95 0.70
76 C 0.06 6.25 1.42
77 O 0.16 5.99 2.85
78 C 0.41 7.23 3.59
79 N -0.93 4.02 1.15
80 H -0.21 4.59 -1.48
81 H 1.21 5.48 -1.13
82 H -0.23 6.32 -0.91
83 H 1.12 4.62 1.06
84 H -0.91 6.75 1.38
85 H 0.84 6.90 1.02
86 H 0.81 7.10 4.59
87 H -0.46 7.88 3.66
88 H 1.22 7.78 3.12
89 H -0.85 3.20 0.57
90 H -1.82 4.42 0.90
91 C 2.41 -0.31 4.88
92 C 1.87 1.05 4.57
93 C 1.98 1.65 3.09
94 O 1.62 3.05 3.19
95 C 2.80 3.94 3.23
96 N 0.42 0.97 4.79
97 H 2.14 -0.51 5.92
98 H 3.49 -0.29 4.78
99 H 2.14 -1.09 4.17
100 H 2.23 1.86 5.21
101 H 1.34 1.06 2.43
102 H 3.01 1.54 2.74
103 H 3.41 3.63 4.08
104 H 2.54 5.00 3.26
105 H 3.40 3.71 2.35
106 H 0.27 0.56 5.69
107 H 0.06 0.28 4.15
108 C -3.36 3.47 -4.38
109 C -2.97 2.59 -3.47
110 C -3.88 1.44 -2.92
111 O -3.70 0.76 -1.91
112 C -5.08 1.28 -3.78
113 C -5.41 2.15 -4.78
114 C -4.67 3.41 -5.01
115 O -5.12 4.45 -5.59
116 O -6.45 1.95 -5.65
117 O -1.76 2.71 -2.80
118 H -2.69 4.28 -4.64
119 H -5.68 0.39 -3.74
120 H -6.93 2.76 -5.81
121 H -1.71 1.98 -2.18

Properties
Spin multiplicity: 2
Net charge: -2
<S²>: 0.771
Highest occupied orbital energy (alpha / beta), eV: -0.51 / -3.10

Löwdin population analysis, charges in e, atoms 1 to 2: 0.659 -0.375



No. 2
ORCA calculation (ωB97M-V/def2-TZVPD) on 5 unconnected molecules or ions with the total composition C30H72N2.

CARTESIAN COORDINATES (ANGSTROEM)
1 C 3.50 1.94 4.18
2 C 2.88 2.50 2.82
3 N 2.91 1.47 1.77
4 C 2.01 0.24 1.90
5 C 0.45 0.61 1.78
6 C 2.87 2.12 0.39
7 C 3.61 1.26 -0.54
8 H 4.04 1.23 3.88
9 H 2.60 1.68 4.84
10 H 3.87 2.51 4.91
11 H 3.47 3.45 2.74
12 H 1.79 3.10 2.89
13 H 2.38 -0.39 2.74
14 H 2.23 -0.42 0.90
15 H -0.14 -0.15 2.24
16 H 0.36 0.77 0.58
17 H 0.28 1.52 2.36
18 H 3.64 2.86 0.47
19 H 1.74 2.32 0.09
20 H 2.99 0.35 -0.90
21 H 4.61 0.99 -0.16
22 H 3.64 1.85 -1.42
23 C -2.86 -3.74 -1.82
24 C -3.45 -2.57 -0.95
25 N -2.36 -1.59 -0.74
26 C -1.52 -1.25 -1.93
27 C -2.24 -0.75 -3.16
28 C -2.80 -0.37 -0.19
29 C -3.36 -0.45 1.25
30 H -2.47 -4.46 -1.11
31 H -2.22 -3.68 -2.67
32 H -3.90 -4.40 -2.23
33 H -3.50 -2.98 0.03
34 H -4.39 -2.03 -1.50
35 H -0.86 -2.00 -2.14
36 H -0.71 -0.51 -1.62
37 H -1.55 -0.50 -3.97
38 H -2.86 -0.03 -2.80
39 H -2.81 -1.60 -3.51
40 H -3.70 0.14 -0.73
41 H -2.07 0.33 -0.13
42 H -2.56 -0.80 1.91
43 H -4.23 -1.06 1.42
44 H -3.53 0.54 1.54
45 C 0.77 1.68 -2.97
46 C 1.62 0.61 -3.60
47 C 1.37 0.46 -5.07
48 C 2.16 -0.74 -5.59
49 C 1.82 -0.89 -7.08
50 C 2.57 -2.11 -7.77
51 H 0.63 1.71 -1.79
52 H -0.32 1.89 -3.23
53 H 1.19 2.65 -3.20
54 H 1.44 -0.33 -3.03
55 H 2.58 1.16 -3.54
56 H 1.80 1.39 -5.68
57 H 0.27 0.39 -4.96
58 H 2.06 -1.76 -5.25
59 H 3.18 -0.56 -5.53
60 H 1.98 0.20 -7.67
61 H 0.72 -1.08 -7.28
62 H 2.27 -2.24 -8.86
63 H 2.81 -3.06 -7.09
64 H 3.65 -1.78 -8.03
65 C -0.68 -3.72 2.24
66 C 0.19 -4.20 3.42
67 C 0.71 -3.08 4.37
68 C 1.34 -3.67 5.73
69 C 2.05 -2.52 6.34
70 C 2.60 -3.00 7.66
71 H -0.83 -4.65 1.68
72 H -0.25 -3.12 1.47
73 H -1.64 -3.22 2.54
74 H 0.95 -4.76 2.95
75 H -0.68 -4.76 4.05
76 H -0.05 -2.32 4.52
77 H 1.63 -2.44 3.85
78 H 2.00 -4.48 5.62
79 H 0.67 -3.98 6.39
80 H 1.44 -1.66 6.52
81 H 2.79 -2.01 5.66
82 H 3.41 -2.21 7.84
83 H 3.29 -3.93 7.73
84 H 1.85 -3.02 8.39
85 C -2.92 3.48 2.50
86 C -1.91 4.18 1.66
87 C -1.52 3.69 0.34
88 C -2.66 3.73 -0.82
89 C -2.40 3.06 -2.11
90 C -3.48 3.28 -3.06
91 H -2.39 2.49 2.88
92 H -3.91 3.38 1.93
93 H -3.25 4.12 3.13
94 H -1.17 4.31 2.31
95 H -2.27 5.27 1.63
96 H -1.27 2.48 0.32
97 H -0.66 4.13 0.04
98 H -2.74 4.82 -1.21
99 H -3.62 3.45 -0.31
100 H -2.39 1.91 -1.96
101 H -1.48 3.46 -2.46
102 H -3.59 4.32 -3.22
103 H -4.34 2.76 -2.80
104 H -3.23 2.84 -3.96

Properties
ΔE to the lowest compared entry with this formula, charge and spin, kJ/mol: 90.5
Net charge: 0
Highest occupied orbital energy, eV: -8.13
SMILES string: CCN(CC)CC.CCN(CC)CC.CCCCCC.CCCCCC.CCCCCC

Löwdin population analysis, charges in e, atoms 1 to 2: -0.052 -0.247



No. 3
ORCA calculation (ωB97M-V/def2-TZVPD) on 10 unconnected molecules or ions with the total composition C30H72N5O15.

CARTESIAN COORDINATES (ANGSTROEM)
1 C 6.61 -1.69 0.53
2 C 6.04 -2.64 -0.46
3 O 5.71 -3.77 -0.20
4 N 5.96 -2.20 -1.82
5 C 5.55 -0.81 -2.07
6 C 6.11 -0.20 -3.31
7 O 4.86 -0.23 -1.30
8 N 5.36 -3.14 -2.65
9 C 6.25 -3.88 -3.55
10 C 6.24 -3.29 -4.95
11 O 7.25 -3.02 -5.52
12 C 4.04 -3.35 -2.52
13 N 3.27 -2.68 -1.67
14 C 2.03 -3.13 -1.83
15 C 0.88 -2.60 -1.07
16 C -0.52 -2.99 -1.57
17 C -1.51 -3.03 -0.38
18 C -2.07 -1.69 -0.01
19 O -2.25 -1.37 1.13
20 O -2.38 -0.88 -1.05
21 N 1.99 -4.08 -2.77
22 N 3.29 -4.23 -3.21
23 O 3.55 -5.13 -4.20
24 H 7.49 -2.18 0.95
25 H 6.93 -0.75 0.10
26 H 5.86 -1.55 1.30
27 H 5.30 0.26 -3.87
28 H 6.76 0.62 -2.99
29 H 6.67 -0.89 -3.92
30 H 5.96 -4.93 -3.57
31 H 7.24 -3.84 -3.13
32 H 5.26 -3.12 -5.42
33 H 0.96 -1.52 -1.15
34 H 1.02 -2.85 -0.02
35 H -0.53 -3.97 -2.05
36 H -0.83 -2.26 -2.30
37 H -2.31 -3.73 -0.59
38 H -1.00 -3.40 0.50
39 H -2.04 0.00 -0.85
40 H 1.23 -4.62 -3.15
41 H 3.80 -5.96 -3.75
42 C -3.41 1.18 3.90
43 C -2.31 1.99 3.24
44 O -1.16 1.20 2.95
45 H -3.06 0.74 4.83
46 H -4.28 1.80 4.12
47 H -3.72 0.37 3.24
48 H -1.97 2.79 3.89
49 H -2.68 2.44 2.31
50 H -1.45 0.49 2.36
51 C 6.25 3.04 2.27
52 C 6.26 1.52 2.34
53 O 7.59 1.00 2.41
54 H 6.81 3.38 1.40
55 H 5.23 3.42 2.20
56 H 6.71 3.47 3.16
57 H 5.81 1.09 1.45
58 H 5.68 1.18 3.21
59 H 7.99 1.36 3.21
60 C -4.32 -0.57 -4.46
61 C -4.25 -2.06 -4.16
62 O -2.89 -2.51 -4.09
63 H -3.83 -0.34 -5.40
64 H -5.35 -0.23 -4.52
65 H -3.82 0.00 -3.68
66 H -4.73 -2.64 -4.94
67 H -4.75 -2.28 -3.21
68 H -2.47 -2.02 -3.38
69 C -7.64 3.04 6.62
70 C -6.39 2.23 6.89
71 O -5.26 2.74 6.17
72 H -7.87 3.05 5.56
73 H -8.50 2.63 7.16
74 H -7.51 4.08 6.95
75 H -6.52 1.20 6.55
76 H -6.17 2.21 7.96
77 H -5.11 3.65 6.46
78 C -5.58 2.66 -7.55
79 C -5.06 3.41 -6.34
80 O -3.88 2.82 -5.80
81 H -5.78 1.62 -7.29
82 H -6.49 3.11 -7.93
83 H -4.83 2.66 -8.35
84 H -5.79 3.39 -5.53
85 H -4.86 4.46 -6.59
86 H -3.21 2.83 -6.50
87 C -1.43 4.87 8.39
88 C -2.87 4.52 8.07
89 O -3.40 5.34 7.02
90 H -1.35 5.92 8.68
91 H -1.04 4.25 9.20
92 H -0.79 4.73 7.51
93 H -3.50 4.69 8.94
94 H -2.95 3.47 7.78
95 H -2.85 5.20 6.24
96 C -3.53 -3.33 4.50
97 C -2.39 -2.41 4.91
98 O -1.36 -2.35 3.93
99 H -3.15 -4.34 4.31
100 H -4.29 -3.38 5.27
101 H -4.00 -2.97 3.58
102 H -1.91 -2.78 5.82
103 H -2.77 -1.41 5.11
104 H -1.73 -1.98 3.12
105 C 0.95 2.29 -7.51
106 C -0.45 2.07 -6.97
107 O -1.41 1.84 -7.99
108 H 0.96 3.13 -8.21
109 H 1.66 2.50 -6.71
110 H 1.30 1.40 -8.05
111 H -0.79 2.96 -6.45
112 H -0.46 1.24 -6.26
113 H -1.15 1.04 -8.48
114 C 2.68 -0.10 2.85
115 C 1.59 -0.76 2.03
116 O 1.41 -0.10 0.77
117 H 2.43 0.95 3.03
118 H 2.80 -0.60 3.82
119 H 3.64 -0.13 2.33
120 H 0.64 -0.71 2.55
121 H 1.84 -1.82 1.86
122 H 2.25 -0.12 0.30

Properties
Net charge: +1
Highest occupied orbital energy, eV: -11.33

Löwdin population analysis, charges in e, atoms 1 to 2: 0.029 -0.440



No. 4
ORCA calculation (ωB97M-V/def2-TZVPD) on a molecular structure, C30H75BF4N5NaO10.

CARTESIAN COORDINATES (ANGSTROEM)
1 Na 26.59 -29.57 28.79
2 B 28.02 -29.22 31.20
3 F 26.98 -28.34 30.81
4 F 27.58 -29.97 32.28
5 F 28.32 -30.13 30.17
6 F 29.20 -28.52 31.49
7 C 20.83 -28.48 33.36
8 O 21.42 -29.52 34.09
9 C 22.83 -29.48 34.19
10 C 23.34 -29.95 35.55
11 N 24.22 -31.11 35.44
12 C 25.56 -30.73 35.02
13 C 26.48 -31.92 34.66
14 O 27.13 -32.34 35.85
15 C 28.48 -32.73 35.61
16 H 20.89 -27.55 33.93
17 H 19.76 -28.70 33.32
18 H 21.06 -28.38 32.30
19 H 23.16 -28.43 34.18
20 H 23.30 -29.96 33.33
21 H 22.51 -30.20 36.21
22 H 23.93 -29.21 36.11
23 H 24.26 -31.64 36.30
24 H 25.97 -30.15 35.86
25 H 25.53 -30.04 34.18
26 H 27.13 -31.61 33.84
27 H 25.80 -32.72 34.35
28 H 29.13 -31.86 35.75
29 H 28.69 -33.17 34.63
30 H 28.72 -33.43 36.41
31 C 28.80 -20.76 27.03
32 O 29.26 -21.61 28.04
33 C 30.42 -21.12 28.69
34 C 30.85 -22.03 29.80
35 N 29.98 -21.87 30.98
36 C 30.27 -22.86 32.01
37 C 29.68 -24.24 31.74
38 O 28.27 -24.18 31.86
39 C 27.66 -25.44 32.02
40 H 28.61 -19.73 27.34
41 H 27.89 -21.19 26.61
42 H 29.49 -20.77 26.18
43 H 30.30 -20.10 29.07
44 H 31.25 -21.13 27.96
45 H 31.86 -21.77 30.11
46 H 30.76 -23.08 29.49
47 H 29.01 -21.98 30.69
48 H 29.86 -22.44 32.93
49 H 31.35 -22.93 32.15
50 H 30.03 -25.02 32.43
51 H 29.92 -24.57 30.72
52 H 28.02 -26.02 31.17
53 H 26.58 -25.33 31.92
54 H 27.89 -25.93 32.97
55 C 23.24 -34.66 30.03
56 O 24.09 -33.90 29.21
57 C 25.38 -33.73 29.71
58 C 25.94 -32.39 29.27
59 N 25.01 -31.24 29.37
60 C 24.45 -31.03 30.71
61 C 23.60 -29.78 30.76
62 O 22.48 -29.82 29.89
63 C 21.41 -30.59 30.38
64 H 22.21 -34.64 29.67
65 H 23.15 -34.27 31.05
66 H 23.49 -35.73 30.02
67 H 26.10 -34.50 29.39
68 H 25.39 -33.83 30.80
69 H 26.37 -32.27 28.27
70 H 26.79 -32.11 29.91
71 H 24.20 -31.42 28.78
72 H 25.26 -30.98 31.45
73 H 23.82 -31.85 31.06
74 H 24.11 -28.84 30.55
75 H 23.23 -29.58 31.78
76 H 21.70 -31.62 30.59
77 H 20.59 -30.57 29.65
78 H 20.92 -30.18 31.28
79 C 35.11 -23.54 31.06
80 O 34.10 -24.33 30.43
81 C 33.66 -25.37 31.29
82 C 32.68 -26.23 30.52
83 N 32.11 -27.28 31.32
84 C 32.75 -28.56 31.52
85 C 31.89 -29.53 32.34
86 O 31.37 -29.03 33.55
87 C 30.33 -29.85 34.01
88 H 35.64 -24.06 31.86
89 H 34.64 -22.61 31.38
90 H 35.89 -23.32 30.34
91 H 33.22 -25.05 32.24
92 H 34.52 -26.01 31.54
93 H 33.21 -26.65 29.66
94 H 31.85 -25.65 30.11
95 H 31.12 -27.41 31.45
96 H 33.70 -28.58 32.07
97 H 33.00 -29.07 30.58
98 H 32.57 -30.36 32.59
99 H 31.13 -30.00 31.70
100 H 30.73 -30.61 34.69
101 H 29.74 -30.30 33.21
102 H 29.66 -29.28 34.66
103 C 25.59 -24.60 21.05
104 O 26.92 -24.78 21.43
105 C 27.34 -26.10 21.75
106 C 28.29 -26.10 22.95
107 N 27.67 -25.28 23.99
108 C 28.68 -24.86 24.98
109 C 28.11 -24.39 26.30
110 O 27.64 -25.49 27.08
111 C 28.45 -25.66 28.25
112 H 25.30 -23.56 21.15
113 H 24.92 -25.27 21.60
114 H 25.41 -24.78 19.98
115 H 27.74 -26.60 20.88
116 H 26.44 -26.62 22.10
117 H 29.29 -25.72 22.69
118 H 28.35 -27.13 23.31
119 H 27.33 -24.44 23.53
120 H 29.19 -24.00 24.51
121 H 29.45 -25.62 25.16
122 H 27.20 -23.82 26.09
123 H 28.76 -23.67 26.80
124 H 27.93 -26.41 28.84
125 H 28.36 -24.77 28.89
126 H 29.47 -25.89 27.97

Properties
ΔE to the lowest compared entry with this formula, charge and spin, kJ/mol: 61.5
Net charge: 0
Highest occupied orbital energy, eV: -7.83

Löwdin population analysis, charges in e, atoms 1 to 2: 0.635 -1.278



DFT total energy: -82359.94886 -35245.99070 -70429.79703 -76214.40177 (eV)